Here is the ion C6H11N4 with charge +1 in a non-equilibrium geometry from the OMol25 dataset. Energies are from ωB97M-V/def2-TZVPD.

Cartesian coordinates (Å):
C 0.3265 -1.9997 -0.3317
C -0.9502 -1.0783 -0.3079
C -0.6109 0.1754 0.3664
N -1.6772 1.1910 0.1341
C -3.0220 0.9718 0.1208
N -4.1379 0.7830 -0.0971
C -1.1194 2.3553 -0.4323
N 0.1134 2.2030 -0.7055
N 0.5579 0.9226 -0.1728
C 1.6404 1.1160 0.7788
H 1.0181 -1.7548 -1.2567
H 0.0309 -3.1186 -0.4128
H 0.8905 -1.8596 0.6078
H -1.8070 -1.6336 0.2413
H -1.1510 -0.9571 -1.2770
H -0.5162 0.1864 1.4833
H -1.6301 3.1795 -0.8812
H 0.9087 0.4757 -1.0561
H 1.2865 1.1463 1.7457
H 2.4108 0.3467 1.0463
H 2.1480 2.0749 0.6853

Summary:
**E_tot**: -12350.5726 eV
**Energy relative to the best compared isomer or geometry (same formula, charge and spin)**: 375.6 kJ/mol
**Lowest unoccupied orbital energy**: -3.45 eV
**Highest occupied orbital energy**: -14.3 eV
**Net charge**: +1
**SMILES**: CC[C@@H]1N(C#N)C=N[N@H+]1C
**Orbital gap**: 10.8299 eV

The natural (NBO) scheme yields these atomic charges, measured in e:
1 C -0.630
2 C -0.460
3 C 0.143
4 N -0.474
5 C 0.376
6 N -0.227
7 C 0.305
8 N -0.275
9 N -0.250
10 C -0.469
11 H 0.213
12 H 0.272
13 H 0.210
14 H 0.275
15 H 0.231
16 H 0.242
17 H 0.274
18 H 0.463
19 H 0.232
20 H 0.274
21 H 0.274

---

Here is a structure of composition C6H11N4 in a non-equilibrium geometry from the OMol25 dataset. Energies are from ωB97M-V/def2-TZVPD.

Cartesian coordinates (Å):
C 2.2374 1.3125 -1.8711
C 0.0786 0.8120 -1.9227
C -0.9382 -1.5059 1.4488
C -0.7266 -0.0337 2.0259
C -0.9118 -1.1916 -0.0659
C -0.2126 0.7039 0.9091
N 2.0148 0.1602 -2.4095
N 0.9829 1.8014 -1.6246
N 0.7438 -0.1384 -2.5064
N -0.3520 0.1292 -0.1961
H 3.1635 1.8600 -1.7196
H -0.9559 1.0462 -2.2587
H 0.0408 -2.0062 1.7635
H -1.7410 -2.0586 1.9584
H -1.6333 0.4234 2.0720
H -0.0770 -0.1062 2.8548
H -0.3045 -1.9181 -0.6147
H -1.9448 -1.2681 -0.3674
H 0.1418 1.7952 0.7886
H 2.6979 -0.4867 -2.7774
H 0.7513 2.5061 -1.0307

Summary:
**E_tot**: -12351.6415 eV
**Energy relative to the best compared isomer or geometry (same formula, charge and spin)**: 272.5 kJ/mol
**Lowest unoccupied orbital energy**: -2.78 eV
**Highest occupied orbital energy**: -12.6 eV
**Net charge**: +1
**Orbital gap**: 9.8205 eV

The natural (NBO) scheme yields these atomic charges, measured in e:
1 C 0.207
2 C 0.283
3 C -0.395
4 C -0.482
5 C -0.274
6 C 0.211
7 N -0.261
8 N -0.530
9 N -0.355
10 N -0.376
11 H 0.261
12 H 0.241
13 H 0.208
14 H 0.251
15 H 0.241
16 H 0.251
17 H 0.235
18 H 0.226
19 H 0.191
20 H 0.448
21 H 0.419

---

Here is the ion C6H11N4 with charge +1 in a non-equilibrium geometry from the OMol25 dataset. Energies are from ωB97M-V/def2-TZVPD.

Cartesian coordinates (Å):
N -0.5279 1.1104 1.9272
C 0.7520 0.6717 1.3522
C 0.5796 0.3166 -0.1190
N -0.4066 -0.7071 -0.2982
C -0.5313 -1.7272 -1.1547
C -1.7333 -2.3402 -0.8164
N -2.2743 -1.6846 0.2038
N -1.4867 -0.7163 0.4888
C 0.6488 1.3926 -1.1780
C 1.7451 0.3813 -1.0626
H -0.7765 2.0419 1.6059
H -0.4857 1.1323 2.9406
H 1.5366 1.4302 1.4379
H 1.0814 -0.2160 1.9016
H 0.1820 -1.9735 -1.9123
H -2.2079 -3.1954 -1.2508
H -1.4408 0.0341 1.2906
H 0.8370 2.4049 -0.8571
H -0.0267 1.3228 -2.0168
H 1.8414 -0.3676 -1.8315
H 2.6938 0.6891 -0.6515

Summary:
**E_tot**: -12352.7259 eV
**Energy relative to the best compared isomer or geometry (same formula, charge and spin)**: 167.9 kJ/mol
**Lowest unoccupied orbital energy**: -3.37 eV
**Highest occupied orbital energy**: -14.6 eV
**Net charge**: +1
**SMILES**: NCC1([n+]2ccn[nH]2)CC1
**Orbital gap**: 11.2742 eV

The natural (NBO) scheme yields these atomic charges, measured in e:
1 N -0.830
2 C -0.226
3 C 0.069
4 N -0.097
5 C -0.004
6 C -0.074
7 N -0.123
8 N -0.110
9 C -0.404
10 C -0.392
11 H 0.396
12 H 0.409
13 H 0.224
14 H 0.224
15 H 0.259
16 H 0.256
17 H 0.455
18 H 0.239
19 H 0.242
20 H 0.237
21 H 0.250

---

Here is the ion C6H11N4O with charge +1 in a non-equilibrium geometry from the OMol25 dataset. Energies are from ωB97M-V/def2-TZVPD.

Cartesian coordinates (Å):
H 2.5693 -2.2706 0.2359
N 1.7445 -1.8073 0.5797
N 1.2191 -0.9450 -0.1271
C 0.2521 -0.1237 0.2203
N -0.2929 0.6452 -0.8483
N -0.6558 0.0762 -2.0641
C 0.2410 0.1590 -3.1623
C -1.8858 -0.2448 -2.1441
O -2.8532 -0.7154 -1.7950
C -0.0739 0.1687 1.5371
C 0.3232 -0.7995 2.6514
C -0.7256 1.5056 1.8554
H -0.0111 1.5987 -0.9958
H 0.3159 1.2181 -3.5835
H 1.3295 -0.0236 -2.6676
H 0.0394 -0.5467 -3.8808
H -0.4355 -1.6727 2.6881
H 1.2705 -1.1668 2.3764
H 0.0055 -0.2261 3.5967
H 0.0583 2.1166 1.4096
H -1.6388 1.3756 1.2811
H -0.7958 1.6784 2.8369

Summary:
**E_tot**: -14395.2216 eV
**Energy relative to the best compared isomer or geometry (same formula, charge and spin)**: 559.0 kJ/mol
**Lowest unoccupied orbital energy (alpha / beta)**: -5.53 / -5.53 eV
**Highest occupied orbital energy (alpha / beta)**: -12.0 / -12.0 eV
**Net charge**: +1
**SMILES**: [H]/N=N/C(N[N+](C)=C=O)=C(C)C
**Orbital gap (alpha / beta)**: 6.4887 / 6.4881 eV

The natural (NBO) scheme yields these atomic charges, measured in e:
1 H 0.347
2 N -0.359
3 N -0.188
4 C 0.075
5 N -0.425
6 N -0.255
7 C -0.441
8 C 0.969
9 O -0.261
10 C 0.247
11 C -0.688
12 C -0.650
13 H 0.398
14 H 0.236
15 H 0.280
16 H 0.238
17 H 0.264
18 H 0.277
19 H 0.229
20 H 0.231
21 H 0.245
22 H 0.232

---

Here is a cluster of 2 separate species, C6H11N4O3 in total in a non-equilibrium geometry from the OMol25 dataset. Energies are from ωB97M-V/def2-TZVPD.

Cartesian coordinates (Å):
O 1.4115 1.1747 -1.1469
N 1.2095 0.1350 -0.6172
O 0.4613 -0.7246 -1.3993
N 0.6702 -0.5533 -2.7234
C -0.3883 0.0264 -3.5754
C 0.1756 0.0366 -5.0113
N 1.5111 -0.5312 -4.9228
C 1.8023 -0.8968 -3.5583
H -1.4111 0.3627 -3.1805
H -0.4270 0.4189 -5.9078
H 2.1630 -0.6959 -5.7042
H 2.7785 -1.3791 -3.1755
C -1.8850 -0.5274 4.1978
O -2.4977 -0.0673 5.1396
N -0.9298 0.1347 3.4778
C -0.2424 -0.4839 2.3656
C -0.5952 1.4990 3.8396
H -2.0613 -1.5550 3.8398
H 0.8303 -0.5015 2.5766
H -0.4292 0.1033 1.4618
H -0.5931 -1.5055 2.2078
H -0.2403 1.5188 4.8728
H -1.4917 2.1194 3.7653
H 0.1787 1.8919 3.1783

Summary:
**E_tot**: -18489.4472 eV
**Energy relative to the best compared isomer or geometry (same formula, charge and spin)**: 470.8 kJ/mol
**Lowest unoccupied orbital energy**: -5.05 eV
**Highest occupied orbital energy**: -11.2 eV
**Net charge**: +1
**Orbital gap**: 6.1568 eV

The natural (NBO) scheme yields these atomic charges, measured in e:
1 O -0.207
2 N 0.426
3 O -0.190
4 N -0.072
5 C -0.041
6 C -0.035
7 N -0.481
8 C 0.225
9 H 0.299
10 H 0.302
11 H 0.479
12 H 0.294
13 C 0.529
14 O -0.594
15 N -0.442
16 C -0.393
17 C -0.419
18 H 0.105
19 H 0.197
20 H 0.168
21 H 0.214
22 H 0.223
23 H 0.218
24 H 0.197

---

Here is an isolated molecule of C6H11N5 in a non-equilibrium geometry from the OMol25 dataset. Energies are from ωB97M-V/def2-TZVPD.

Cartesian coordinates (Å):
C -0.3945 1.6337 1.5740
C 0.2122 0.3835 0.8897
C -0.0250 -0.9486 1.6366
C -0.8845 -1.4192 0.4874
C -0.4809 -0.1391 -0.3623
N -1.3199 0.7216 -1.0363
C 0.7395 -0.5527 -1.3666
N 1.4279 -1.6353 -1.4252
N 2.4470 -1.3716 -2.3541
N 2.3809 -0.1377 -2.7298
N 1.3683 0.4114 -2.1685
H -1.4791 1.5375 1.9577
H -0.4836 2.3963 0.8539
H 0.2672 1.9015 2.3569
H 1.3359 0.5675 0.7359
H -0.4277 -0.9107 2.6560
H 0.9479 -1.4339 1.8497
H -0.6913 -2.3042 0.0657
H -2.0501 -1.3686 0.7382
H -1.7473 0.2386 -1.7279
H -2.0275 1.0797 -0.3092
H 0.8847 1.3504 -2.3218

Summary:
**E_tot**: -13847.8754 eV
**Energy relative to the best compared isomer or geometry (same formula, charge and spin)**: 299.5 kJ/mol
**Lowest unoccupied orbital energy**: 0.68 eV
**Highest occupied orbital energy**: -9.9 eV
**Net charge**: 0
**SMILES**: C[C@H]1CC[C@]1(N)c1nnn[nH]1
**Orbital gap**: 10.5363 eV

The natural (NBO) scheme yields these atomic charges, measured in e:
1 C -0.621
2 C -0.192
3 C -0.428
4 C -0.395
5 C 0.101
6 N -0.826
7 C 0.315
8 N -0.323
9 N -0.085
10 N -0.043
11 N -0.380
12 H 0.196
13 H 0.211
14 H 0.225
15 H 0.213
16 H 0.211
17 H 0.221
18 H 0.223
19 H 0.193
20 H 0.367
21 H 0.373
22 H 0.445